45
Properties=species:S:1:pos:R:3 method="wB97M-V/def2-TZVPD" e_tot_ev=-94544.339 spin_multiplicity=6 charge=+2 de_lowest_ev=0.000 orbital_gap_ev="5.39 / 5.86"
I 0.317 0.737 -4.178
I -0.241 2.627 -0.482
Fe -0.012 0.232 -1.325
P -2.300 -0.026 -0.307
C -3.179 1.068 0.900
C -3.021 0.344 -1.954
H -4.107 0.229 -1.888
H -4.022 -1.742 0.078
H -2.573 -0.347 -2.689
H -2.441 -2.448 -0.465
H -2.887 2.114 0.700
H -2.781 1.389 -2.224
C -2.926 -1.687 0.170
H -4.264 0.954 0.804
H -2.647 -1.844 1.227
H -2.877 0.757 1.918
P 2.332 0.024 -0.310
C 3.337 1.060 0.852
C 2.918 -1.659 0.158
H 2.622 -0.350 -2.695
H 4.134 0.282 -1.893
H 2.766 1.390 -2.272
C 3.046 0.368 -1.970
H 2.432 -2.395 -0.503
H 4.013 -1.715 0.072
H 4.399 0.985 0.578
H 3.196 0.714 1.894
H 2.629 -1.847 1.207
H 3.002 2.103 0.742
Cl -0.005 -1.975 -1.698
C -0.824 2.162 3.374
C 0.357 1.683 2.571
O 0.152 0.452 1.895
C -0.109 -0.644 2.802
C 1.022 -0.805 3.803
H -1.687 2.235 2.715
H -0.518 3.133 3.745
H -1.062 1.507 4.198
H 0.524 2.427 1.764
H 1.274 1.652 3.206
H -1.047 -0.437 3.315
H -0.177 -1.546 2.183
H 0.875 -0.043 4.578
H 1.004 -1.790 4.297
H 2.014 -0.750 3.304